No. 1
Computed, not measured: a molecular structure, C14H15N4O2Pd, with wB97M-V/def2-TZVPD.

```
36
Properties=species:S:1:pos:R:3:lowdin_charge:R:1
Pd 0.4591 0.2346 -1.0401 0.291
O -1.8296 2.7296 1.8716 -0.071
C -1.0386 2.1760 1.0667 -0.551
N -1.1663 1.0678 0.3978 -0.028
C -2.3985 0.3532 0.4468 -0.204
C -2.3436 -0.7623 -0.5787 -0.281
C -2.9234 -2.0006 -0.3431 -0.054
C -2.7806 -3.0197 -1.2766 -0.106
C -2.0762 -2.7595 -2.4398 -0.100
C -1.5601 -1.4827 -2.6217 -0.166
N -1.6679 -0.5066 -1.7148 0.032
C 0.2838 2.8884 0.7761 -0.183
C 0.6383 3.9768 1.5684 -0.024
C 1.8181 4.6511 1.3108 -0.091
C 2.6130 4.2259 0.2551 -0.095
C 2.1787 3.1429 -0.4920 -0.153
N 1.0469 2.4845 -0.2483 0.057
H -3.2531 1.0081 0.2179 0.123
H -2.6105 -0.0806 1.4344 0.112
H -3.4623 -2.1665 0.5829 0.102
H -3.2110 -3.9974 -1.0946 0.092
H -1.9287 -3.5208 -3.1950 0.089
H -1.0374 -1.2217 -3.5343 0.091
H -0.0352 4.2578 2.3663 0.104
H 2.1156 5.4978 1.9188 0.093
H 3.5457 4.7193 0.0115 0.088
H 2.7660 2.7823 -1.3286 0.097
C 2.6633 -3.3614 1.2603 -0.032
C 2.1966 -2.2915 0.2892 -0.640
N 0.9067 -2.3560 -0.1002 0.114
O 2.9750 -1.4374 -0.1130 -0.013
H 2.0398 -4.2553 1.2193 0.061
H 2.6209 -2.9508 2.2709 0.077
H 3.6973 -3.6198 1.0419 0.070
H 0.2737 -2.9728 0.3822 0.079
H 0.4845 -1.4325 -0.5681 0.020
```

Values from the calculation:
Relative energy (zero: lowest compared OMol25 entry of this formula, charge and spin) = 95.08 kJ/mol
E_HOMO = -2.49 eV
Lowest unoccupied orbital energy = 3.125 eV
Charge = -1

***

No. 2
Computed, not measured: C14H15NO4 in the gas phase, with wB97M-V/def2-TZVPD.

```
34
Properties=species:S:1:pos:R:3:lowdin_charge:R:1
C -0.3413 1.8748 -1.8376 -0.088
H -1.4763 1.9893 -1.6482 0.106
O 0.1820 1.3292 -0.6107 -0.181
C 1.5859 1.0649 -0.7234 -0.069
C 2.4260 1.0509 -2.0334 0.082
C 3.8157 0.7654 -1.7430 -0.070
C 4.3407 0.4771 -0.4954 -0.095
C 3.5232 0.1564 0.5867 -0.039
C 2.2325 0.5896 0.5186 -0.196
O 1.2869 0.7806 1.6099 -0.155
C 1.2768 -0.4568 2.6381 0.092
H 2.2728 -0.9815 2.6918 0.112
C 0.1880 -1.4106 1.6828 -0.399
O 0.1382 -2.5594 2.4576 -0.155
N -0.4722 -1.0664 0.7665 0.094
H -0.3261 0.1179 0.5932 0.241
C -1.5420 -1.6602 0.0679 -0.104
C -2.7719 -0.9859 0.1003 -0.391
C -3.9235 -1.1776 1.0182 0.060
C -4.7742 -0.0980 0.4892 -0.005
C -4.1938 0.1947 -0.8430 -0.072
O -2.9211 -0.1964 -0.8053 0.082
H -4.5913 0.9004 -1.4207 0.062
H -5.7029 0.2201 0.9229 0.082
H -3.8751 -1.8667 1.8846 0.116
H -1.2048 -2.0380 -0.8335 0.127
H -1.6009 -2.6204 0.5778 0.145
H 0.7667 -0.1355 3.5310 0.100
H 3.9491 0.0837 1.6272 0.141
H 5.2709 0.0066 -0.3915 0.088
H 4.4183 0.5597 -2.5182 0.059
H 2.1215 1.3076 -2.8582 -0.015
H -0.2583 1.0034 -2.5885 0.105
H 0.1806 2.7814 -2.4136 0.136
```

Values from the calculation:
Relative energy (zero: lowest compared OMol25 entry of this formula, charge and spin) = 1052.12 kJ/mol
Structure (SMILES) = COc1ccccc1OCC(=O)NCc1ccco1
E_HOMO = -8.09 eV
Lowest unoccupied orbital energy = 0.537 eV

***

No. 3
Computed, not measured: C14H15NO4S in the gas phase, with wB97M-V/def2-TZVPD.

```
35
Properties=species:S:1:pos:R:3:lowdin_charge:R:1
C 2.8937 3.4879 1.8084 -0.090
C 1.5866 2.7345 1.6047 -0.185
C 1.8268 1.2347 1.4275 -0.206
H 2.5690 0.8831 2.1546 0.165
C 2.3265 0.8955 0.0096 -0.449
O 2.8063 1.7071 -0.7420 0.099
N 2.2400 -0.4307 -0.2620 0.088
H 1.7677 -1.0193 0.4093 0.141
C 2.2644 -0.9351 -1.6241 -0.078
C 0.8678 -1.1975 -2.0903 -0.265
C -0.0575 -2.1123 -1.6711 -0.035
C -1.2472 -1.8219 -2.3804 -0.094
C -0.9551 -0.7513 -3.1677 -0.120
O 0.3166 -0.3705 -2.9961 0.062
H -1.5466 -0.1936 -3.8656 0.122
H -2.1825 -2.3380 -2.3095 0.097
H 0.0900 -2.8974 -0.9563 0.112
H 2.8678 -1.8473 -1.6541 0.129
H 2.7199 -0.1613 -2.2450 0.132
O 0.6591 0.4563 1.7310 0.016
C -0.3663 0.5447 0.8580 -0.513
O -0.3567 1.2337 -0.1318 0.123
C -1.4685 -0.3282 1.2397 -0.427
C -1.5688 -1.1978 2.2963 -0.097
C -2.7895 -1.8905 2.3059 -0.175
C -3.5927 -1.5381 1.2613 -0.391
S -2.8823 -0.3581 0.2457 1.097
H -4.5720 -1.9111 1.0343 0.064
H -3.0618 -2.6164 3.0508 0.102
H -0.7906 -1.3201 3.0273 0.117
H 1.0774 3.1137 0.7180 0.117
H 0.9322 2.8723 2.4696 0.123
H 2.6923 4.5484 1.9339 0.074
H 3.5342 3.3566 0.9414 0.069
H 3.4158 3.1273 2.6928 0.074
```

Values from the calculation:
Relative energy (zero: lowest compared OMol25 entry of this formula, charge and spin) = 107.57 kJ/mol
Structure (SMILES) = CC[C@@H](OC(=O)c1cccs1)C(=O)NCc1ccco1
E_HOMO = -8.53 eV
Lowest unoccupied orbital energy = 0.194 eV

***

No. 4
Computed, not measured: C14H15NO6 in the gas phase, with wB97M-V/def2-TZVPD.

```
36
Properties=species:S:1:pos:R:3:lowdin_charge:R:1
O -0.9960 1.5134 -3.5341 0.080
O -4.3273 1.7107 1.8120 0.080
O 4.4301 0.3288 2.7421 0.096
O 0.7052 0.1390 -3.0751 0.125
O 2.9419 -1.3072 3.2765 0.114
O 0.2651 -1.5736 -1.0607 -0.015
C -0.4870 0.6886 -2.7805 -0.420
C -3.8931 1.8364 0.6905 -0.391
C 3.5679 -0.4592 2.4228 -0.447
C -1.4836 -1.0205 0.4821 0.010
C -2.4543 -0.1508 0.9530 0.016
C -2.2751 1.1167 -1.0472 0.051
C -0.8144 -0.7630 -0.7048 -0.201
C -2.8533 0.9243 0.1838 -0.163
C -1.2183 0.3195 -1.4972 -0.030
N 3.6182 -1.7697 0.2061 0.001
C -4.4566 3.0120 -0.1234 -0.016
C 2.5608 -2.2635 -0.6806 -0.133
C 1.7240 -0.3701 0.5468 -0.060
C 1.2912 -1.7066 -0.0628 -0.284
C 3.2158 -0.5248 0.8994 -0.214
H 0.9202 0.4081 -3.9661 0.122
H 3.3744 -1.0852 4.1147 0.124
H -1.2241 -1.9106 1.0839 0.138
H -2.9290 -0.4071 1.8911 0.127
H -2.6202 1.9448 -1.6874 0.135
H 4.5197 -1.6851 -0.2516 0.119
H -4.8451 2.6811 -1.0761 0.074
H -3.7217 3.8147 -0.3168 0.091
H -5.2632 3.5041 0.4665 0.093
H 2.5418 -3.3282 -0.7172 0.109
H 2.6934 -1.9060 -1.6946 0.121
H 1.6477 0.4693 -0.1401 0.127
H 1.1026 -0.1479 1.4252 0.127
H 1.0074 -2.3462 0.7883 0.154
H 3.7348 0.3136 0.4317 0.141
```

Values from the calculation:
Relative energy (zero: lowest compared OMol25 entry of this formula, charge and spin) = 90.49 kJ/mol
Structure (SMILES) = CC(=O)c1ccc(O[C@H]2CN[C@H](C(=O)O)C2)c(C(=O)O)c1
E_HOMO = -9.22 eV
Lowest unoccupied orbital energy = -0.027 eV

***

No. 5
Computed, not measured: 2 unconnected molecules or ions with the total composition C14H16, with wB97M-V/def2-TZVPD.

```
30
Properties=species:S:1:pos:R:3:lowdin_charge:R:1
C -2.5384 -1.3299 -2.3244 -0.058
C -2.4061 -0.6719 1.9686 -0.109
C -2.6921 -1.9531 1.4505 -0.082
C -2.2399 0.3800 1.0582 -0.089
C -2.8101 -2.0518 0.0670 -0.064
C -2.2531 0.2107 -0.3552 -0.040
C -2.5090 -1.0493 -0.8570 -0.292
H -2.1660 -0.5442 3.0184 0.095
H -3.0545 -2.5584 2.2999 0.109
H -1.8291 1.2179 1.6208 0.087
H -2.8415 -3.0833 -0.2511 0.103
H -1.9902 1.0852 -0.9013 0.098
H -3.2469 -0.6521 -2.8217 0.084
H -2.9483 -2.2780 -2.6640 0.073
H -1.5217 -1.2270 -2.7146 0.084
C 2.5009 1.7258 -1.9472 -0.069
C 1.4117 1.0867 1.6627 -0.059
C 1.4752 1.6094 0.3474 -0.059
C 2.4532 0.2085 1.9894 -0.109
C 2.4368 1.2063 -0.5461 -0.298
C 3.5434 -0.0690 1.1690 -0.094
C 3.5058 0.3600 -0.1443 -0.041
H 0.5643 1.2518 2.2959 0.082
H 0.6723 2.2006 -0.0912 0.105
H 2.5571 -0.2176 2.9967 0.101
H 4.2916 -0.7148 1.6149 0.100
H 3.0738 2.6602 -2.0602 0.091
H 1.4813 1.9244 -2.3176 0.077
H 4.2334 0.3083 -0.9378 0.103
H 2.8461 0.9647 -2.6255 0.068
```

Values from the calculation:
Relative energy (zero: lowest compared OMol25 entry of this formula, charge and spin) = 140.33 kJ/mol
Structure (SMILES) = Cc1ccccc1.Cc1ccccc1
E_HOMO = -8.94 eV
Lowest unoccupied orbital energy = 0.879 eV

***

No. 6
Computed, not measured: 2 unconnected molecules or ions with the total composition C14H16, with wB97M-V/def2-TZVPD.

```
30
Properties=species:S:1:pos:R:3:lowdin_charge:R:1
C -0.4410 -0.2418 -3.7513 -0.059
C -0.9351 -3.5537 -2.0139 -0.095
C -1.1882 -2.2730 -2.4335 -0.041
C 0.4049 -4.0268 -1.8619 -0.106
C -0.1033 -1.4514 -2.9572 -0.278
C 1.4841 -3.2359 -2.1886 -0.080
C 1.1169 -1.9912 -2.6809 -0.092
H -1.6142 -4.3643 -1.7787 0.095
H -2.2068 -1.9403 -2.6093 0.104
H 0.4051 -5.0729 -1.5728 0.094
H 2.4332 -3.7496 -2.1429 0.104
H -0.9954 0.5776 -3.2737 0.082
H -1.0233 -0.5203 -4.6242 0.084
H 1.9159 -1.2789 -2.9412 0.111
H 0.5135 0.2805 -3.8904 0.077
C 1.2028 3.8642 1.2151 -0.062
C 0.4535 0.9434 3.4329 -0.094
C -0.9170 0.9845 3.5867 -0.102
C 1.0774 1.9267 2.6716 -0.064
C 0.3787 3.0337 2.1591 -0.267
C -1.6647 2.0614 3.0702 -0.090
C -0.9970 3.0877 2.4419 -0.062
H 1.0448 0.1895 3.9326 0.099
H -1.3558 0.3679 4.3653 0.098
H 2.1580 1.9405 2.5850 0.105
H -2.7162 2.0728 3.3163 0.098
H 1.0429 3.4176 0.2299 0.087
H 2.2222 4.0653 1.4904 0.071
H -1.6224 3.8748 2.0311 0.106
H 0.7488 4.8595 1.0749 0.077
```

Values from the calculation:
Relative energy (zero: lowest compared OMol25 entry of this formula, charge and spin) = 153.88 kJ/mol
Structure (SMILES) = Cc1ccccc1.Cc1ccccc1
E_HOMO = -8.88 eV
Lowest unoccupied orbital energy = 0.764 eV